[1]
Here is C14H15NO5 in the gas phase at a distorted geometry from the OMol25 dataset. Energies are from the ωB97M-V functional and the def2-TZVPD basis.

```
35
Properties=species:S:1:pos:R:3:forces:R:3
C 2.0914 2.0589 0.6826 -0.1 -0.1 0.1
C 1.5616 0.9515 1.5550 0.0 0.5 -0.1
O 0.4201 0.8495 1.9248 -0.1 -0.1 0.1
O 2.5422 0.1072 1.8864 0.3 0.0 -0.1
C 2.2216 -1.0220 2.6942 -0.4 -0.4 0.3
C 1.5065 -2.1376 1.9282 0.2 0.3 0.0
C 2.1986 -2.4877 0.6004 -0.4 0.3 -0.1
C 1.3349 -2.1013 -0.5991 0.1 -0.8 -0.2
O 1.1356 -0.6892 -0.5307 -0.6 0.8 0.1
N -0.1121 -0.2314 -0.9131 0.7 -0.6 0.0
C -0.2246 0.8127 -1.8282 0.5 0.0 -0.2
O 0.6809 1.2812 -2.4650 -0.1 0.0 0.0
C -1.6619 1.1711 -1.8034 -0.6 -0.1 0.3
C -2.3585 2.1193 -2.5223 0.1 -0.1 0.1
C -3.7221 2.2467 -2.2722 0.1 0.0 -0.1
C -4.3567 1.4479 -1.3343 0.0 -0.1 0.1
C -3.6536 0.4875 -0.6120 0.2 -0.1 0.0
C -2.3030 0.3637 -0.8589 -0.1 0.5 -0.4
C -1.3014 -0.5471 -0.2573 0.0 -0.4 0.3
O -1.4469 -1.4173 0.5595 -0.1 0.1 0.0
H 3.0920 2.3352 1.0006 0.1 0.1 0.0
H 2.1437 1.7002 -0.3435 0.0 0.0 -0.1
H 1.4229 2.9139 0.7262 0.0 0.0 0.0
H 1.5941 -0.6978 3.5317 0.2 0.0 -0.1
H 3.1885 -1.3675 3.0689 -0.1 0.1 0.0
H 1.4686 -3.0075 2.5844 0.0 0.0 0.1
H 0.4803 -1.8233 1.7372 0.0 -0.1 0.1
H 3.1437 -1.9484 0.5269 0.1 -0.1 -0.1
H 2.4049 -3.5561 0.5367 0.1 0.0 -0.1
H 0.3766 -2.6244 -0.5564 0.1 0.1 0.0
H 1.8378 -2.3470 -1.5438 -0.1 0.1 0.1
H -1.8574 2.7388 -3.2495 0.1 0.1 -0.1
H -4.2939 2.9831 -2.8168 0.0 0.1 0.0
H -5.4146 1.5735 -1.1587 -0.1 0.0 0.0
H -4.1399 -0.1363 0.1214 0.0 -0.1 0.1
```
Forces are in eV/Å.

SMILES = CC(=O)OCCCCON1C(=O)c2ccccc2C1=O
LUMO = -0.016 Ha
ΔE to the lowest compared entry with this formula, charge and spin = 32.2 kcal per mole
HOMO level = -9.69 eV
Spin multiplicity = 1
DFT total energy = -973.4307 a.u.
Orbital gap = 9.3 eV

***

[2]
Here is a 2-piece molecular cluster, C14H16 overall at a distorted geometry from the OMol25 dataset. Energies are from the ωB97M-V functional and the def2-TZVPD basis.

```
30
Properties=species:S:1:pos:R:3:forces:R:3
C -3.1740 -2.6715 -0.0187 1.5 -0.5 -0.3
C -2.3462 -1.6532 -0.7734 -0.1 1.2 0.1
C -1.1828 -1.0196 -0.2934 -1.0 -0.1 0.0
C -0.7987 0.2314 -0.7639 0.4 -0.1 0.1
C -1.4441 0.8489 -1.8267 0.1 -0.8 0.1
C -2.4428 0.1149 -2.4511 -0.2 0.8 -0.6
C -2.9110 -1.0702 -1.9013 0.0 -0.3 -0.8
H -3.8523 -3.1758 -0.7101 0.0 0.0 0.3
H -3.7281 -2.1625 0.7592 -0.3 0.1 0.1
H -2.5046 -3.4005 0.4724 -0.5 0.1 -0.2
H -0.6207 -1.4728 0.4975 0.2 -0.1 0.5
H 0.0471 0.7137 -0.2922 0.0 0.0 0.0
H -1.1039 1.8033 -2.2037 -0.1 0.0 0.0
H -2.8783 0.5334 -3.3697 0.0 -0.4 0.4
H -3.6815 -1.6239 -2.4333 -0.2 0.2 0.2
C 1.8996 -0.1012 2.9267 0.6 -0.2 0.5
C 2.0724 0.5855 1.5941 -0.2 0.1 0.6
C 1.8501 1.9871 1.5474 0.0 -2.1 0.6
C 1.9431 2.5990 0.3326 0.2 1.6 -0.5
C 2.3522 1.9050 -0.8016 0.3 -0.7 0.1
C 2.6969 0.5588 -0.7095 -0.7 0.3 -0.5
C 2.5131 -0.1296 0.4806 0.6 0.7 0.5
H 1.6794 -1.1736 2.8918 0.3 0.1 -0.4
H 1.0882 0.3071 3.5230 -0.1 0.4 -0.1
H 2.8338 0.0364 3.5084 -0.5 -0.2 -0.1
H 1.6192 2.4643 2.5108 -0.1 0.1 -0.8
H 1.7511 3.6771 0.2960 0.0 -0.4 -0.2
H 2.4609 2.3564 -1.7742 -0.1 0.4 0.0
H 2.9615 0.0669 -1.6376 0.3 -0.2 0.2
H 2.9004 -1.1347 0.6202 -0.5 -0.1 -0.2
```
Forces are in eV/Å.

SMILES = Cc1ccccc1.Cc1ccccc1
LUMO = 0.035 Ha
ΔE to the lowest compared entry with this formula, charge and spin = 12.7 kcal per mole
HOMO level = -8.78 eV
Spin multiplicity = 1
DFT total energy = -543.0526 a.u.
Orbital gap = 9.7 eV

***

[3]
Here is a 2-piece molecular cluster, C14H16 overall at a distorted geometry from the OMol25 dataset. Energies are from the ωB97M-V functional and the def2-TZVPD basis.

```
30
Properties=species:S:1:pos:R:3:forces:R:3
C -4.3753 -0.2083 1.2786 2.2 -0.7 2.2
C -3.5693 0.3474 0.1309 -0.5 -0.3 0.1
C -3.9304 1.5935 -0.3857 -1.7 -1.4 2.3
C -3.2576 2.1659 -1.3893 -0.2 2.4 -2.6
C -2.0787 1.6923 -1.8816 1.3 -3.5 3.2
C -1.5341 0.5240 -1.1364 -0.8 1.7 -3.1
C -2.4113 -0.2708 -0.3524 1.8 1.5 -0.4
H -4.1250 -1.2090 1.6680 0.2 -0.2 -1.1
H -5.4234 -0.1897 1.3054 -1.5 0.5 -0.7
H -4.0341 0.2964 2.2167 -0.4 0.4 -0.7
H -4.8476 2.0737 0.0049 0.6 -0.3 -0.3
H -3.7537 3.0318 -1.8379 0.4 -0.1 -0.1
H -1.5042 1.9967 -2.7183 0.2 0.9 -0.4
H -0.4765 0.3681 -1.5043 -1.4 -1.0 0.9
H -2.0750 -1.2718 -0.1194 -0.2 0.0 0.6
C 3.6934 -1.7502 2.1277 3.0 -1.3 3.3
C 3.3266 -0.9952 1.0074 -2.4 0.8 -5.0
C 3.6383 0.3437 0.6978 -0.7 -2.1 -0.8
C 3.1535 1.0056 -0.4871 0.5 0.6 2.5
C 2.5622 0.2611 -1.4392 2.0 -2.8 3.4
C 2.5445 -1.1427 -1.2148 -1.5 -0.8 -1.8
C 2.6291 -1.7840 -0.0081 1.4 3.3 0.3
H 4.2971 -2.6780 1.9111 -0.9 0.8 -0.1
H 2.8729 -2.0154 2.7801 -0.3 -0.1 0.1
H 4.3981 -1.1452 2.7103 -0.1 -0.1 0.5
H 4.4019 0.7043 1.3178 0.6 1.4 1.0
H 3.1675 2.1004 -0.5024 0.3 -0.4 -0.2
H 2.1073 0.6345 -2.2390 -1.4 1.5 -3.5
H 2.3705 -1.7256 -2.1236 -0.7 -0.1 0.3
H 2.2333 -2.7536 0.1826 0.3 -0.8 -0.1
```
Forces are in eV/Å.

SMILES = Cc1ccccc1.Cc1ccccc1
LUMO = 0.033 Ha
ΔE to the lowest compared entry with this formula, charge and spin = 65.3 kcal per mole
HOMO level = -8.69 eV
Spin multiplicity = 1
DFT total energy = -542.9688 a.u.
Orbital gap = 9.6 eV

***

[4]
Here is a 2-piece molecular cluster, C14H16 overall at a distorted geometry from the OMol25 dataset. Energies are from the ωB97M-V functional and the def2-TZVPD basis.

```
30
Properties=species:S:1:pos:R:3:forces:R:3
C 0.9661 3.7414 2.9048 0.6 -0.2 -0.5
C 1.2041 2.3622 2.2898 0.1 1.6 0.7
C 2.5182 2.0313 1.9680 -0.7 -1.2 -0.2
C 2.7046 0.7979 1.3530 0.3 1.0 -0.2
C 1.6309 -0.0140 1.0168 1.5 -0.3 0.7
C 0.3764 0.2361 1.5296 -0.2 0.1 -0.1
C 0.1418 1.4783 2.1414 0.4 -0.7 -0.5
H 0.1360 4.2503 2.4231 -0.5 -0.1 0.4
H 1.8111 4.4047 2.7000 0.1 -0.2 0.1
H 0.8923 3.6588 3.9885 -0.4 0.2 0.0
H 3.3555 2.6703 2.2156 -0.1 0.1 -0.1
H 3.7062 0.4792 1.1088 0.1 0.0 -0.2
H 1.9833 -0.8992 0.5049 -0.9 -0.4 0.0
H -0.3313 -0.5867 1.4629 -0.4 0.6 -0.1
H -0.8456 1.7828 2.4642 0.0 -0.1 0.1
C -1.6307 -3.3559 -0.2829 1.4 0.7 0.7
C -1.5009 -2.2036 -1.2421 0.5 0.1 -1.7
C -2.5737 -1.7091 -1.9848 -0.1 -1.1 1.0
C -2.3613 -0.8411 -3.0332 0.0 0.0 -1.3
C -1.1135 -0.3060 -3.2990 0.3 -0.1 -0.3
C -0.0383 -0.6116 -2.4643 -1.3 -0.3 0.3
C -0.2451 -1.6556 -1.5650 0.6 0.7 1.2
H -1.6024 -2.8998 0.7119 -0.6 -0.4 0.2
H -0.6944 -3.9235 -0.2883 -0.1 -0.1 -0.2
H -2.4404 -4.0640 -0.4114 -0.3 0.3 -0.1
H -3.5286 -2.1621 -1.7183 -0.1 0.4 -0.5
H -3.0880 -0.6861 -3.8290 -0.4 0.1 0.6
H -0.9755 0.2133 -4.2458 0.0 0.4 0.4
H 0.8532 -0.0017 -2.4033 0.3 -0.4 -0.5
H 0.6394 -1.9022 -0.9838 -0.2 -0.4 0.1
```
Forces are in eV/Å.

SMILES = Cc1ccccc1.Cc1ccccc1
LUMO = 0.034 Ha
ΔE to the lowest compared entry with this formula, charge and spin = 23.4 kcal per mole
HOMO level = -8.88 eV
Spin multiplicity = 1
DFT total energy = -543.0355 a.u.
Orbital gap = 9.8 eV

***

[5]
Here is a 2-piece molecular cluster, C14H16 overall at a distorted geometry from the OMol25 dataset. Energies are from the ωB97M-V functional and the def2-TZVPD basis.

```
30
Properties=species:S:1:pos:R:3:forces:R:3
C -1.2117 3.3437 -1.4382 -1.4 -2.0 -0.8
C -2.6372 0.1879 0.1479 0.4 -0.4 -0.8
C -2.1321 1.4430 0.1133 0.0 1.7 -2.9
C -2.7683 -0.6901 -0.9320 -0.3 -0.4 1.3
C -1.7266 1.9065 -1.3209 -0.1 2.0 4.0
C -2.5053 -0.1838 -2.1778 1.0 0.9 -3.5
C -1.9850 1.1099 -2.3720 -1.3 -3.0 3.5
H -2.9191 -0.2207 1.0234 -0.9 -1.0 3.2
H -2.2061 2.2156 0.9275 0.4 -1.2 -0.8
H -3.0812 -1.7465 -0.7724 0.2 1.1 -0.2
H -2.6031 -0.7642 -3.1165 -0.1 0.0 0.9
H -1.6257 3.7179 -2.3750 -0.1 0.3 0.1
H -0.1425 3.3416 -1.6023 0.4 0.3 0.6
H -1.6257 1.4392 -3.2242 1.1 1.2 -4.6
H -1.6504 3.8535 -0.5901 0.7 0.6 0.1
C 3.7421 0.0592 1.9298 -1.4 -1.9 1.2
C 1.7321 -0.3992 0.5163 -2.5 -2.0 1.0
C 2.4806 -0.8108 1.6186 1.0 1.5 -1.5
C 0.6050 -1.1367 0.0245 2.3 -0.5 0.6
C 2.2288 -2.0665 2.0573 0.7 -1.5 1.1
C 0.5400 -2.5474 0.3677 -0.2 3.4 -0.4
C 1.3180 -2.9272 1.4105 0.9 -2.0 1.5
H 1.9703 0.5297 0.1376 0.1 2.0 -1.0
H -0.0280 -0.5331 -0.6155 -0.2 -0.8 -0.5
H 4.5373 -0.6681 1.7356 0.4 0.5 0.6
H 3.7344 0.4830 2.9869 0.3 -0.5 -1.6
H 2.9091 -2.4604 2.8292 -0.7 -0.1 -0.2
H -0.0298 -3.2439 -0.1864 -0.8 -0.5 -0.3
H 1.2973 -4.0040 1.7612 0.0 1.4 -0.5
H 3.7827 0.7718 1.1359 0.2 0.9 0.0
```
Forces are in eV/Å.

Total charge = +1
LUMO (spin up / spin down) = -0.151 / -0.306 Ha
ΔE to the lowest compared entry with this formula, charge and spin = 52.9 kcal per mole
HOMO level (spin up / spin down) = -12.00 / -11.61 eV
Spin multiplicity = 2
DFT total energy = -542.6693 a.u.
<S²> = 0.768
Orbital gap (spin up / spin down) = 7.9 / 3.3 eV

***

[6]
Here is C14H16BrN3O2S in the gas phase from the OMol25 dataset. Energies are from the ωB97M-V functional and the def2-TZVPD basis.

```
37
Properties=species:S:1:pos:R:3:forces:R:3
C -0.9059 3.2754 1.8949 -0.2 -0.2 -0.1
C -1.4918 1.9905 1.3197 0.1 0.1 0.2
C -0.8791 1.5287 0.0239 -0.2 -0.1 -0.1
C -0.0718 2.3534 -0.7488 0.0 0.0 0.0
C 0.4240 1.9292 -1.9684 0.0 0.0 0.0
C 0.0861 0.6817 -2.4563 0.0 0.0 0.1
C -0.7076 -0.1775 -1.7095 -0.1 0.0 0.1
C -1.0874 -1.5231 -2.2574 0.0 0.1 0.1
C -1.1602 0.2437 -0.4552 0.3 0.7 -0.5
N -1.8798 -0.6573 0.3731 0.1 -0.4 0.5
S -1.0017 -1.4613 1.5647 0.2 -0.2 -0.1
O -1.4772 -2.8223 1.5476 -0.1 0.0 -0.1
O -1.0851 -0.7466 2.7984 0.2 0.2 -0.1
C 0.6847 -1.3861 0.9786 -0.7 -0.2 0.3
C 1.3748 -0.2131 1.1824 0.6 0.0 -0.1
C 2.6186 -0.0699 0.5842 -0.2 0.2 0.2
Br 3.5770 1.5479 0.7627 0.0 0.0 0.0
C 3.1254 -1.1195 -0.1681 -0.1 0.3 0.2
N 2.4840 -2.2571 -0.3238 -0.2 -0.5 -0.1
C 1.2727 -2.4163 0.2207 0.0 0.2 -0.1
N 0.6302 -3.5751 -0.0213 -0.2 -0.5 0.0
H -1.3486 3.4670 2.8693 0.0 0.1 0.1
H -1.1167 4.1306 1.2565 0.0 0.1 0.0
H 0.1715 3.1931 2.0236 0.1 0.0 0.0
H -1.4123 1.1965 2.0618 -0.1 0.2 -0.1
H -2.5618 2.1345 1.1388 0.0 -0.1 0.1
H 0.1786 3.3408 -0.3986 0.0 0.1 0.1
H 1.0635 2.5804 -2.5445 0.1 0.1 -0.1
H 0.4495 0.3613 -3.4214 0.0 -0.1 -0.1
H -0.8363 -2.3265 -1.5660 0.0 -0.1 -0.1
H -2.1601 -1.5623 -2.4544 -0.1 -0.1 -0.1
H -0.5665 -1.7041 -3.1940 0.0 -0.1 0.0
H -2.3884 -1.3522 -0.1542 -0.1 -0.2 0.0
H 0.9442 0.5578 1.8003 0.0 0.2 0.0
H 4.0874 -1.0478 -0.6569 0.1 0.1 0.0
H 1.1674 -4.3229 -0.4256 0.0 0.1 0.0
H -0.2013 -3.7716 0.5233 0.2 -0.2 -0.2
```
Forces are in eV/Å.

SMILES = CCc1cccc(C)c1NS(=O)(=O)c1cc(Br)cnc1N
LUMO = 0.011 Ha
ΔE to the lowest compared entry with this formula, charge and spin = 1.6 kcal per mole
HOMO level = -8.65 eV
Spin multiplicity = 1
DFT total energy = -3830.0539 a.u.
Orbital gap = 8.9 eV

***

Which of these has the lowest DFT total energy? C14H16BrN3O2S

***

ΔE to the lowest compared entry with this formula, charge and spin of number 4 (C14H16)? 23.4 kcal per mole